No. 1
C39H42BI2N2O3W as an isolated structure. Source: the OMol25 dataset; level of theory: ωB97M-V/def2-TZVPD.

Last column: Löwdin charge in e.
Geometry (Å):
W1 -1.18058 -0.86380 -0.59426  1.583
O1 0.45195 -1.62757 -0.75825  -0.333
C1 1.51882 -2.47636 -0.21646  -0.341
C2 0.80860 -3.19226 0.93246  -0.045
C3 0.12213 -2.31439 1.94416  -0.250
C4 0.33619 -2.61368 3.27856  -0.010
C5 -0.23905 -1.84897 4.27211  0.004
C6 -1.00498 -0.76793 3.89529  0.009
C7 -1.21726 -0.50638 2.55418  -0.272
C8 -2.04451 0.68176 2.17884  -0.068
C9 -1.25177 1.60804 1.25792  -0.358
O2 -0.94823 0.82161 0.06946  -0.292
C10 -2.03329 2.81969 0.78204  -0.158
C11 -3.41839 2.89362 0.88748  -0.028
C12 -4.10416 3.97839 0.35856  -0.052
C13 -3.41230 4.99530 -0.27947  -0.060
C14 -2.02868 4.93033 -0.38196  -0.059
C15 -1.34285 3.85138 0.14941  -0.022
C16 0.07263 2.01301 1.88761  -0.170
C17 1.28727 1.81418 1.24378  -0.018
C18 2.46523 2.27485 1.81763  -0.056
C19 2.44131 2.91337 3.04673  -0.065
C20 1.22945 3.10610 3.69691  -0.056
C21 0.05125 2.66720 3.11643  -0.019
N1 -0.68232 -1.28388 1.57979  0.017
C22 1.92843 -3.49992 -1.26347  -0.156
C23 3.24372 -3.94555 -1.33094  -0.011
C24 3.59675 -4.94296 -2.22933  -0.055
C25 2.64394 -5.49679 -3.06976  -0.064
C26 1.32880 -5.05856 -3.00135  -0.052
C27 0.97178 -4.07371 -2.09446  -0.049
C28 2.67829 -1.58499 0.18567  -0.167
C29 3.21628 -1.58451 1.46563  -0.010
C30 4.35940 -0.84781 1.75051  -0.056
C31 4.96538 -0.09357 0.76121  -0.078
C32 4.42099 -0.07122 -0.51722  -0.057
C33 3.29294 -0.82025 -0.80314  -0.036
H1 1.53484 -3.81943 1.44695  0.143
H2 0.08623 -3.87702 0.48808  0.119
H3 0.96992 -3.45444 3.52417  0.131
H4 -0.07764 -2.08182 5.31597  0.130
H5 -1.45654 -0.11666 4.62937  0.132
H6 -2.34401 1.21192 3.07944  0.137
H7 -2.95589 0.35135 1.68487  0.091
H8 -3.99387 2.11277 1.36589  0.108
H9 -5.18212 4.01315 0.43794  0.115
H10 -3.94863 5.83864 -0.69368  0.112
H11 -1.48111 5.72498 -0.87154  0.111
H12 -0.26348 3.81112 0.06858  0.125
H13 1.31085 1.32268 0.27888  0.094
H14 3.40057 2.13421 1.29562  0.095
H15 3.35932 3.27151 3.49365  0.109
H16 1.19855 3.62004 4.64857  0.111
H17 -0.89042 2.87091 3.61357  0.126
H18 4.00168 -3.51808 -0.68744  0.122
H19 4.62323 -5.28150 -2.27270  0.112
H20 2.92385 -6.26726 -3.77544  0.111
H21 0.57693 -5.48301 -3.65338  0.114
H22 -0.05645 -3.74082 -2.05772  0.027
H23 2.78483 -2.18606 2.25195  0.103
H24 4.77555 -0.87271 2.74890  0.114
H25 5.86036 0.47407 0.98061  0.114
H26 4.89242 0.51084 -1.29844  0.114
H27 2.90542 -0.84562 -1.81323  0.110
I1 -3.34438 -3.07829 1.64943  0.901
C34 -2.29333 -2.73744 -0.17106  -0.858
I2 -1.80776 -1.69969 -3.13685  0.625
H28 -3.08406 -2.78345 -0.90621  -0.089
H29 -1.64712 -3.59753 -0.32746  -0.038
C35 -2.43874 2.05867 -2.73897  -0.074
C36 -0.98520 2.01455 -3.13760  -0.243
O3 -0.26403 0.93856 -2.49615  -0.358
C37 0.97454 0.66374 -3.15180  -0.292
C38 2.04474 1.67554 -2.79466  -0.054
H30 -2.90492 2.90881 -3.23934  0.098
H31 -2.56667 2.19971 -1.66986  0.045
H32 -2.96635 1.15929 -3.05194  0.037
H33 -0.49051 2.95889 -2.89313  0.118
H34 -0.90768 1.86240 -4.21863  0.125
H35 0.81466 0.65140 -4.23431  0.123
H36 1.25443 -0.35129 -2.86260  0.077
H37 1.75638 2.68019 -3.10229  0.080
H38 2.97194 1.42379 -3.31426  0.090
H39 2.24930 1.68349 -1.72368  0.057
B1 -5.76115 0.45499 -0.55686  -0.366
C39 -4.28687 0.02159 -0.54730  -0.157
N2 -3.16463 -0.29429 -0.54131  -0.075
H40 -6.31869 -0.29861 -1.31762  0.035
H41 -6.13229 0.29696 0.58774  0.042
H42 -5.77915 1.61047 -0.90499  0.029

Its total charge is +1. The total energy is -2533.71606 a.u. The LUMO energy is -5.205 eV. As for the spin multiplicity: 1. The value obtained for the energy relative to the best compared isomer or geometry (same formula, charge and spin) is 0.0 kJ/mol. The frontier orbital gap is 6.432 eV.

=====

No. 2
A 15-piece molecular cluster, C45H120O15 overall at a distorted geometry. Source: the OMol25 dataset; level of theory: ωB97M-V/def2-TZVPD.

Last column: Löwdin charge in e.
Geometry (Å):
C1 8.00044 17.10096 16.24071  -0.045
C2 8.82591 15.88582 16.72467  -0.437
C3 9.70201 15.13802 15.69900  -0.039
O1 9.57189 16.22916 17.90959  -0.066
H1 7.35562 17.43891 17.05433  0.077
H2 7.34363 16.88342 15.43618  0.063
H3 8.56754 17.99644 15.96049  0.084
H4 8.13261 15.16030 17.03471  0.101
H5 9.10848 15.12889 14.81326  0.063
H6 9.87930 14.14515 16.05430  0.057
H7 10.59977 15.64999 15.44936  0.070
H8 9.39015 17.13655 18.21324  0.088
C4 11.75649 13.99246 18.91635  -0.030
C5 12.64597 12.82440 19.31436  -0.454
C6 12.82953 12.60904 20.79628  -0.045
O2 12.14690 11.56904 18.80576  -0.070
H9 10.82295 13.49510 18.51137  0.096
H10 12.23054 14.62868 18.14637  0.061
H11 11.52785 14.69233 19.71074  0.076
H12 13.66667 12.98916 18.98226  0.097
H13 13.29033 13.40295 21.31778  0.069
H14 13.35353 11.68185 20.96573  0.077
H15 11.88124 12.43228 21.31326  0.078
H16 11.40622 11.41218 19.35727  0.007
C7 8.69488 8.74099 20.29361  -0.051
C8 9.00867 10.00428 20.97586  -0.452
C9 9.93512 9.94819 22.14568  -0.056
O3 9.64738 10.95534 20.00779  -0.075
H17 9.57322 8.45165 19.75699  0.068
H18 7.93820 8.95469 19.52937  0.079
H19 8.50906 7.92348 20.96261  0.087
H20 8.02342 10.51148 21.25431  0.152
H21 9.59395 9.27810 22.95829  0.092
H22 10.29066 10.91193 22.51908  0.080
H23 10.77599 9.34871 21.78550  0.068
H24 9.00288 10.99959 19.32487  0.005
C10 14.80300 16.88968 15.38561  -0.028
C11 15.79527 16.10190 16.22894  -0.442
C12 15.31490 16.01877 17.69667  -0.028
O4 15.84510 14.74868 15.73684  -0.088
H25 13.94811 16.18979 15.34745  0.069
H26 15.16717 16.92391 14.36460  0.071
H27 14.50033 17.82237 15.88500  0.095
H28 16.76598 16.54147 16.15080  0.122
H29 16.03675 15.41139 18.23530  0.044
H30 14.28836 15.57152 17.69756  0.086
H31 15.35061 17.02771 18.15607  0.092
H32 16.28888 14.17049 16.40283  0.073
C13 19.20728 17.17311 12.91644  -0.053
C14 18.74922 16.70748 11.53274  -0.498
C15 19.91049 16.82374 10.54677  -0.056
O5 18.44975 15.33999 11.60386  -0.088
H33 20.03931 16.63619 13.28867  0.053
H34 18.49424 17.02243 13.76250  0.078
H35 19.39281 18.23322 12.97856  0.069
H36 17.85974 17.22011 11.10697  0.129
H37 19.54094 16.63026 9.54196  0.072
H38 20.56602 15.95802 10.77259  0.090
H39 20.43945 17.76723 10.57122  0.073
H40 17.50844 15.23720 11.86118  0.046
C16 16.98527 10.82645 12.81563  -0.036
C17 15.61580 10.29237 13.27118  -0.485
C18 15.44538 10.02796 14.74615  -0.039
O6 14.60206 11.11887 12.79322  -0.076
H41 17.16396 11.87331 13.05934  0.052
H42 17.17503 10.69800 11.72815  0.088
H43 17.78628 10.19938 13.23735  0.082
H44 15.48750 9.34925 12.70313  0.140
H45 15.63496 10.93968 15.28873  0.061
H46 16.08377 9.23116 15.12050  0.084
H47 14.38673 9.70579 14.92750  0.086
H48 14.54738 11.98224 13.20600  0.050
C19 10.19106 7.03968 14.95011  -0.051
C20 10.04902 8.54993 14.91874  -0.485
C21 11.14880 9.26636 15.67244  -0.047
O7 9.77749 9.07792 13.59675  -0.056
H49 10.49437 6.62768 15.86500  0.050
H50 11.04500 6.77164 14.22947  0.106
H51 9.33669 6.57090 14.52686  0.066
H52 9.16430 8.64018 15.52629  0.112
H53 12.12052 8.85708 15.38648  0.068
H54 11.11102 8.87029 16.71438  0.085
H55 10.97923 10.36139 15.62629  0.065
H56 10.58659 9.08647 13.06363  0.035
C22 17.00263 13.36625 19.88273  -0.061
C23 17.35716 12.46412 18.73467  -0.446
C24 16.21089 11.45955 18.42623  -0.044
O8 17.37388 13.32523 17.59400  -0.102
H57 17.78255 14.20886 19.89852  0.115
H58 16.97932 12.79065 20.83246  0.093
H59 16.03801 13.79480 19.69075  0.047
H60 18.30713 11.94073 18.87195  0.138
H61 15.27663 12.00382 18.27900  0.057
H62 16.00263 10.79856 19.29107  0.078
H63 16.41365 10.76558 17.58106  0.076
H64 18.14798 13.22240 17.02957  0.055
C25 11.46408 10.28304 10.24025  -0.047
C26 11.96756 9.12764 11.07734  -0.507
C27 13.16968 8.49159 10.40554  -0.052
O9 12.30551 9.56531 12.37710  -0.108
H65 12.34028 10.98274 10.08769  0.102
H66 10.69039 10.82600 10.67686  0.037
H67 11.10589 9.93147 9.25737  0.091
H68 11.20344 8.35269 11.24926  0.142
H69 12.88223 8.01550 9.45821  0.089
H70 13.55280 7.73381 11.05821  0.072
H71 13.91328 9.25054 10.28515  0.069
H72 13.12072 10.18973 12.40994  0.093
C28 14.92140 14.48137 10.00032  -0.019
C29 15.20683 15.82369 10.72222  -0.416
C30 14.01349 16.73300 10.91808  -0.031
O10 15.80035 15.40993 11.98592  -0.108
H73 14.59544 14.66500 8.98166  0.079
H74 14.17112 13.93808 10.55182  0.069
H75 15.88008 14.00205 10.06810  0.076
H76 16.08599 16.39135 10.33574  0.131
H77 14.30223 17.67149 11.31407  0.073
H78 13.34038 16.24719 11.53105  0.032
H79 13.41791 16.75968 9.99431  0.090
H80 15.25421 14.74749 12.42734  0.057
C31 11.94327 13.64815 13.33399  -0.030
C32 12.98253 13.63221 14.41958  -0.448
C33 12.81835 12.37855 15.26315  -0.026
O11 14.30940 13.74834 13.84896  -0.108
H81 12.02204 14.54528 12.61660  0.095
H82 10.90962 13.79252 13.71664  0.065
H83 11.99342 12.73164 12.75075  0.084
H84 12.87021 14.45101 15.04375  0.085
H85 13.62749 12.20272 15.94316  0.074
H86 12.77338 11.56556 14.56763  0.050
H87 11.86396 12.35961 15.82891  0.086
H88 14.87799 14.12217 14.60673  0.068
C34 7.96888 11.36934 17.27239  -0.046
C35 7.14664 11.33010 15.98356  -0.446
C36 7.98285 11.52006 14.70124  -0.037
O12 6.66010 10.00046 15.80348  -0.062
H89 7.57884 10.75537 18.08392  0.064
H90 8.13540 12.39374 17.64379  0.087
H91 8.95712 11.02683 17.01550  0.070
H92 6.25384 11.99188 16.09796  0.138
H93 8.90735 10.98742 14.73496  0.029
H94 8.20399 12.61686 14.60644  0.076
H95 7.58699 11.16938 13.70089  0.109
H96 6.31700 9.72322 16.65394  0.073
C37 8.06638 13.98839 9.47607  -0.053
C38 9.28295 14.04140 10.34525  -0.535
C39 10.39444 14.80279 9.72307  -0.058
O13 8.93329 14.44815 11.65890  -0.039
H97 7.74769 15.02854 9.28886  0.088
H98 7.21804 13.51247 9.98044  0.085
H99 8.30943 13.53526 8.50584  0.088
H100 9.68602 13.02734 10.40872  0.121
H101 11.32258 14.49998 10.17634  0.058
H102 10.23817 15.90599 9.68989  0.111
H103 10.54691 14.46469 8.76582  0.052
H104 9.75936 14.51391 12.15876  0.046
C40 12.55181 6.66161 19.55768  -0.048
C41 13.26136 8.04077 19.70800  -0.445
C42 14.13884 8.19781 18.46277  -0.056
O14 12.19444 9.00571 19.76705  -0.062
H105 12.19877 6.56992 18.52397  0.074
H106 11.81852 6.59028 20.35732  0.070
H107 13.14548 5.77699 19.75963  0.070
H108 13.85265 8.08756 20.57059  0.110
H109 14.99708 7.47801 18.52284  0.098
H110 14.57202 9.22845 18.35592  0.058
H111 13.49405 8.08224 17.55672  0.076
H112 12.56001 9.87195 19.70407  0.023
C43 19.19098 13.53726 14.40846  -0.038
C44 20.34315 12.98871 15.22470  -0.493
C45 21.49521 13.98151 15.28060  -0.048
O15 19.93470 12.59282 16.53941  -0.082
H113 18.39553 12.77528 14.34956  0.063
H114 19.51611 13.91873 13.43663  0.078
H115 18.72833 14.38274 14.99242  0.096
H116 20.63034 12.04662 14.83387  0.122
H117 21.77847 14.15293 14.24302  0.080
H118 22.30068 13.39019 15.77898  0.088
H119 21.25096 14.93576 15.78324  0.096
H120 20.75031 12.46055 17.08695  0.118

Its total charge is 0. The total energy is -2915.00783 a.u. The LUMO energy is 0.458 eV. As for the spin multiplicity: 1. The value obtained for the energy relative to the best compared isomer or geometry (same formula, charge and spin) is 475.7 kJ/mol. The frontier orbital gap is 9.864 eV.

=====

| no. | E_HOMO (eV) |
| --- | --- |
| 1 | -11.637 |
| 2 | -9.406 |